104
Properties=species:S:1:pos:R:3 method="wB97M-V/def2-TZVPD" s2=0.79 molar_mass_g_mol=1256.78 gap_ha="0.185 / 0.185" total_charge=+2 spin_multiplicity=2 e_above_lowest_ev=5.181
C 1.95 5.51 -2.24
C -3.61 0.25 1.22
H 0.05 0.46 -5.92
C -4.62 -0.18 2.07
H 2.13 0.32 -3.60
As 1.45 0.41 -1.20
O 2.50 -0.25 3.70
H -5.48 0.45 2.24
H -5.32 -1.77 3.33
C -3.73 1.56 0.48
H -0.38 -2.17 3.00
H -0.16 -3.70 4.94
H 5.18 -1.45 4.33
C 2.26 -0.49 0.33
H 1.21 -4.05 2.59
Se -0.33 0.76 2.72
O 5.58 1.31 0.48
H 1.95 5.28 -3.31
S -0.91 1.61 -4.03
H 0.94 5.78 -1.94
H -3.52 1.35 -0.57
C 0.09 -2.10 6.35
C -1.65 2.84 0.32
H -3.16 0.99 -3.57
H 0.24 -2.76 7.19
C -0.06 0.13 5.47
H 4.95 1.42 2.90
C -4.26 -4.19 -2.85
C -0.26 -1.78 4.00
H -2.99 2.63 -6.14
C 2.11 -1.97 0.29
O -2.95 -0.48 -1.66
H 2.64 6.31 -2.02
C 4.67 1.38 -0.48
H -0.19 3.67 1.61
H 7.37 0.53 1.03
H 3.92 2.47 3.90
H -0.49 2.11 -6.33
C -0.22 -0.40 4.19
C 2.26 -0.40 -2.78
H 4.86 3.17 2.56
H -0.04 1.20 5.61
C 1.83 3.20 -1.76
H -0.25 4.39 0.00
Cl -4.84 -5.69 -3.43
C -3.30 -1.66 -1.97
C -0.75 1.18 -5.82
H -2.27 -0.32 -5.80
O -0.73 0.27 -3.36
C -3.45 -2.23 2.38
H 0.29 -0.33 7.53
C -0.12 -2.63 5.08
H 4.98 -2.99 3.46
C -2.11 0.67 -6.23
C 3.08 -0.56 2.68
As 2.74 2.07 1.70
O -1.20 2.16 -0.62
H -2.22 -4.82 -2.78
C 4.48 -2.08 3.78
H -2.20 0.60 -7.31
H 3.32 -0.59 -2.61
H -3.02 2.75 -3.75
O -0.41 -1.80 -1.23
C 0.12 -0.73 6.54
H 2.36 -4.39 1.27
O 0.93 3.04 -2.56
H -1.50 4.79 1.20
C -4.54 -1.43 2.66
O 2.40 4.39 -1.48
C -2.41 -2.78 -2.15
C 3.48 2.14 -0.12
H 6.42 -0.51 -0.07
C -3.10 1.67 -5.64
C -2.74 1.79 -4.17
N -2.81 2.59 0.92
C -0.86 4.01 0.82
H 0.64 -4.17 0.89
H -3.35 -3.21 2.81
H 1.73 -1.32 -3.01
H -1.63 -2.32 1.24
C 4.30 2.29 2.89
C -5.16 -3.14 -2.60
O 2.31 -2.64 -0.68
H 3.62 -2.31 4.40
O 1.65 -2.44 1.46
H -4.75 1.93 0.59
H -4.13 1.34 -5.77
C -1.03 -2.71 -1.81
C -2.48 -1.73 1.51
O 4.75 0.82 -1.55
C 2.39 2.12 -1.00
C 1.46 -3.85 1.55
C -4.70 -1.93 -2.18
C -2.91 -4.01 -2.62
O 4.07 -1.42 2.58
N -2.54 -0.52 0.97
Cl -5.79 -0.64 -1.86
Ir -1.00 0.08 -0.98
C 6.72 0.51 0.16
H -6.22 -3.29 -2.75
C 2.72 0.12 1.42
H 7.24 0.93 -0.70
H -3.08 3.17 1.71
H -0.44 -3.61 -2.04